Record 1
{"formula": "C29H42NO2Si", "method": "the ωB97M-V functional and the def2-TZVPD basis", "gap_ev": 6.73, "max_force_ev_per_a": 3.39, "lumo_ev": -3.489, "de_lowest_kj_mol": 0.0, "charge": 1, "species": ["Si", "O", "O", "N", "C", "C", "C", "C", "C", "C", "C", "C", "C", "C", "C", "C", "C", "C", "C", "C", "C", "C", "C", "C", "C", "C", "C", "C", "C", "C", "C", "C", "C", "H", "H", "H", "H", "H", "H", "H", "H", "H", "H", "H", "H", "H", "H", "H", "H", "H", "H", "H", "H", "H", "H", "H", "H", "H", "H", "H", "H", "H", "H", "H", "H", "H", "H", "H", "H", "H", "H", "H", "H", "H", "H"], "xyz": [[1.8023, 0.1925, 2.1136], [0.2898, -0.1726, 2.8605], [-1.7978, -0.8470, 2.6973], [-4.4568, -3.7212, 2.7851], [-0.2711, -2.5089, 2.1720], [-2.0981, 0.4068, 3.3369], [-3.0253, -4.0803, -1.0623], [1.3687, -5.3063, 2.6887], [-3.3185, -3.8974, 3.5418], [-4.9491, -3.4456, 0.3256], [-0.5537, -1.1484, 2.6164], [4.2227, 0.6207, 3.4670], [-0.6101, -6.3682, 1.8318], [3.2268, -0.5099, 3.1838], [2.6432, -1.0045, 4.5062], [-0.0333, -5.2640, 2.5335], [-4.1919, -3.8639, 1.4272], [-4.3440, -3.5842, -0.9631], [-0.8147, -3.9935, 2.9068], [-2.2647, -4.1865, 2.6643], [-2.8433, -4.2995, 1.3288], [-3.3230, 0.9751, 2.6653], [2.4172, -8.1616, 0.3685], [-5.5997, 0.7620, 1.7022], [1.5849, -7.2454, 1.2296], [-2.2607, -4.4315, 0.0653], [0.1938, -7.2911, 1.1731], [2.1599, -6.2712, 2.0573], [-4.3686, 0.0153, 2.1799], [-3.3126, -3.7545, 4.9886], [1.6879, 2.0421, 2.2107], [1.7692, -0.3701, 0.3531], [3.8793, -1.6626, 2.4231], [-2.5545, -4.1589, -2.0457], [2.5804, 2.5103, 1.7366], [-1.2691, 1.1034, 3.1852], [-5.3240, -3.3693, 3.1509], [-0.2247, -8.0584, 0.5115], [0.7829, 2.3760, 1.6573], [4.3240, -1.3344, 1.4768], [0.7621, -2.7911, 2.4782], [5.0598, 0.2431, 4.0674], [2.2493, -8.0439, -0.7180], [-2.2106, 0.2276, 4.4181], [1.9213, -1.8168, 4.3702], [-4.2562, -3.9900, 5.5018], [-0.6270, -2.6894, 1.1135], [1.5973, 2.3849, 3.2632], [3.7587, 1.4352, 4.0377], [3.4949, -8.0614, 0.5470], [3.4482, -1.3901, 5.1438], [-6.3550, 0.1087, 1.2589], [-6.1224, 1.2881, 2.5086], [2.1519, -0.1972, 5.0612], [3.1642, -2.4653, 2.1982], [1.5271, -1.4425, 0.2234], [-2.4690, -4.2961, 5.4277], [1.0172, 0.2285, -0.2027], [-4.9844, -3.4702, -1.8569], [-6.0269, -3.2465, 0.4651], [4.6393, 1.0513, 2.5487], [-3.7894, 1.6808, 3.3641], [2.7600, -0.1765, -0.1123], [-4.6943, -0.6473, 2.9790], [-5.3015, 1.5207, 0.9779], [-3.9867, -0.6096, 1.3706], [-3.1373, -2.7019, 5.2127], [-0.5115, -3.5977, 3.9075], [-1.1701, -4.6033, 0.0169], [1.8660, -4.5353, 3.2947], [-2.9577, 1.5433, 1.8039], [-1.6952, -6.5607, 1.7776], [4.6739, -2.1095, 3.0341], [3.2493, -6.2224, 2.0723], [2.1603, -9.1945, 0.6296]], "atomic_forces_ev_per_a": [[1.4567, 0.6039, 0.1424], [-1.0949, -2.6807, -0.2106], [0.5954, -0.4062, 0.6536], [-0.1570, -0.0291, -0.0252], [1.4843, -2.9982, -0.5533], [-0.6428, 1.2213, 0.2741], [0.3260, 0.0576, 0.0932], [-0.1717, 0.1962, -0.0906], [0.6024, -0.5522, -2.5523], [0.1613, -1.2658, -0.8448], [-0.3059, 0.7630, -0.1064], [0.1400, 0.0812, 0.0293], [-0.2441, 0.2709, 0.2927], [-0.8522, 0.2082, -0.4274], [0.1392, -0.0658, 0.3067], [1.0096, 0.0684, -1.0415], [0.4093, 0.2778, 0.1790], [-0.8012, -0.6785, 1.2906], [-0.4804, 0.7035, 1.4112], [-1.3691, 0.4574, 0.6700], [-0.0375, 1.3389, 0.2840], [0.1337, 0.6791, 0.0405], [0.1596, -0.4710, 0.1228], [-0.3604, 0.3631, -0.1089], [0.2086, 0.8817, -0.0060], [0.0208, 1.0470, -0.3384], [0.1992, -0.2367, -0.1189], [-0.1182, -0.1148, -0.4555], [-0.7406, -0.5150, 0.0369], [0.2577, 0.7215, 1.1647], [-0.1053, 0.4090, -0.1196], [-0.2322, -0.1837, -0.5592], [0.2392, -0.2139, 0.0794], [-0.2563, -0.0095, 0.2736], [-0.6153, -0.1968, 0.3953], [-0.3139, -0.2572, 0.2396], [-0.0625, -0.1600, 0.0681], [-0.2528, 0.2712, 0.5040], [0.5426, -0.0708, 0.2935], [-0.0365, -0.0695, 0.1524], [-0.0838, 0.9419, -1.5443], [-0.0820, 0.0013, -0.1088], [-0.1170, 0.1184, 0.5562], [-0.0545, -0.2312, -0.4304], [0.0326, 0.0271, 0.0129], [0.3224, -0.2929, -0.3540], [0.8807, 0.5926, 0.8810], [0.1403, -0.0968, -0.6229], [0.0844, -0.1622, -0.1224], [-0.2805, 0.1572, 0.0313], [-0.0848, 0.0159, -0.0458], [0.2542, -0.0265, -0.1394], [0.2703, -0.0431, 0.0715], [0.0083, -0.1105, -0.0543], [0.0755, 0.1149, -0.0072], [0.2264, 0.5222, 0.0174], [-0.3633, -0.0778, 0.0125], [0.3920, -0.3440, 0.2043], [0.6808, 0.2448, 0.5660], [0.7535, 0.2687, -0.2991], [-0.0240, -0.0822, 0.1151], [0.1854, 0.0501, -0.1474], [-0.5641, -0.1249, 0.2644], [0.2022, -0.2955, 0.2176], [-0.1869, -0.0148, -0.1866], [0.0480, -0.0576, 0.0582], [0.0483, 0.2630, 0.2425], [-0.8522, -1.2703, -0.0696], [-0.8168, -0.2931, -0.3641], [-0.1635, -0.2344, -0.3050], [-0.2201, 0.1694, 0.0383], [0.6729, 0.6264, 0.0122], [-0.0285, 0.0604, -0.1049], [-0.2539, 0.0963, 0.3691], [0.0633, 0.0425, -0.2036]]}

***

Record 2
{"formula": "C29H43As3MgN2S", "method": "the ωB97M-V functional and the def2-TZVPD basis", "spin_multiplicity": 2, "gap_ev": [3.69, 5.64], "max_force_ev_per_a": 3.29, "lumo_ev": [2.322, 2.315], "de_lowest_kj_mol": 0.0, "charge": -1, "species": ["As", "As", "As", "S", "Mg", "N", "N", "C", "C", "C", "C", "C", "C", "C", "C", "C", "C", "C", "C", "C", "C", "C", "C", "C", "C", "C", "C", "C", "C", "C", "C", "C", "C", "C", "C", "C", "H", "H", "H", "H", "H", "H", "H", "H", "H", "H", "H", "H", "H", "H", "H", "H", "H", "H", "H", "H", "H", "H", "H", "H", "H", "H", "H", "H", "H", "H", "H", "H", "H", "H", "H", "H", "H", "H", "H", "H", "H", "H", "H"], "xyz": [[10.4593, 12.2878, 9.2266], [11.3239, 8.8462, 11.9790], [11.4739, 11.3882, 14.2240], [12.3975, 5.6810, 15.4728], [10.8237, 8.5270, 14.9633], [11.3412, 8.5344, 16.9725], [8.8621, 8.2578, 14.7222], [11.2494, 14.0401, 8.6729], [11.5166, 11.2131, 7.9137], [12.6051, 8.5477, 17.4832], [9.8732, 8.9117, 10.6198], [12.6742, 11.7516, 15.7611], [10.4683, 8.7837, 19.2037], [12.8457, 8.7058, 18.8376], [9.1162, 5.8100, 14.3320], [10.3028, 8.6245, 17.8334], [6.5859, 8.4666, 14.8834], [12.6787, 10.0006, 11.0430], [12.0937, 7.1299, 11.3298], [12.4881, 7.1409, 14.8420], [11.3040, 12.1543, 11.0466], [13.5100, 8.0781, 15.1777], [15.9715, 9.2542, 15.9016], [6.8718, 7.1266, 14.6562], [15.6741, 9.0016, 14.5569], [11.7464, 8.8181, 19.7263], [13.7934, 12.2001, 10.6287], [12.6441, 11.4894, 11.3837], [12.9267, 11.7036, 12.8816], [7.8470, 9.1731, 14.9097], [13.7421, 8.5196, 16.5323], [10.6631, 13.2306, 14.2478], [8.2997, 7.0051, 14.5569], [14.4666, 8.4174, 14.1949], [8.1106, 10.6065, 15.0717], [14.9898, 9.0161, 16.8953], [7.2063, 11.1219, 15.3851], [11.3010, 13.2104, 11.3349], [15.1718, 9.2693, 17.9384], [11.2462, 6.5016, 11.0580], [12.6450, 6.7037, 12.1699], [10.8689, 14.2449, 7.6750], [13.8718, 8.7211, 19.1830], [5.6172, 8.9304, 15.0042], [12.7494, 7.3270, 10.4770], [9.7960, 5.6216, 15.1695], [14.7613, 11.8243, 10.9572], [13.7651, 13.2759, 10.8057], [10.4388, 11.7211, 11.5820], [11.3042, 10.1498, 8.0555], [9.7627, 5.9448, 13.4629], [16.4098, 9.2453, 13.7918], [8.4984, 4.9278, 14.1799], [13.2001, 12.6919, 15.6012], [12.0563, 11.8181, 16.6605], [13.6415, 9.5687, 11.3468], [9.4811, 9.9266, 10.5705], [10.9076, 14.8032, 9.3680], [12.5177, 9.7899, 9.9817], [13.2392, 12.7340, 13.0901], [14.2516, 8.1589, 13.1584], [8.8964, 10.7899, 15.8171], [11.4466, 13.9754, 14.0931], [10.2779, 8.5718, 9.6597], [11.1419, 11.5265, 6.9325], [13.7355, 11.0623, 13.2461], [10.2060, 13.3676, 15.2254], [9.0836, 8.2464, 10.9603], [13.3894, 10.9410, 15.8605], [9.3044, 8.5585, 17.4121], [11.9315, 8.9119, 20.7835], [8.4241, 11.0514, 14.1133], [13.7267, 12.0357, 9.5481], [9.9042, 13.3116, 13.4748], [16.9442, 9.6311, 16.2048], [12.3298, 13.9697, 8.6788], [6.1685, 6.3006, 14.5691], [12.5765, 11.4279, 7.9960], [9.5760, 8.8595, 19.8080]], "atomic_forces_ev_per_a": [[0.4407, 0.2595, -0.3449], [0.1462, -0.4884, -0.7320], [0.6689, 0.9706, 0.5021], [0.4580, -1.5576, 0.5644], [0.1918, -0.3100, -0.3445], [-1.4345, 0.1270, -0.4375], [-0.8535, -0.1652, -0.1097], [-0.4287, -0.7528, 0.2442], [-0.5046, 0.1944, 0.4029], [2.3829, 0.1668, -1.0361], [0.5307, 0.0578, 0.3407], [-0.4302, 0.0236, -0.2723], [-1.6897, -0.2005, -1.5189], [-1.7162, 0.1155, 1.4796], [0.5584, -0.3409, 0.1112], [0.3909, 0.1879, 1.1200], [1.8411, 2.0422, 0.1247], [-0.5158, -0.4831, 0.3492], [-0.1186, 0.6746, 0.3916], [-1.2752, 1.2009, -0.7672], [-0.7887, -0.0587, -0.5347], [1.8994, 0.3473, 0.1640], [-0.9278, -0.3007, 1.1203], [2.0652, -1.0766, -0.3037], [0.3466, 0.2228, -0.1894], [2.9073, -0.0378, -0.4517], [-0.3362, -0.1471, -0.2395], [0.3023, 0.3425, 0.0173], [-0.3257, -0.0624, 0.5788], [-1.8979, -2.6898, -0.0844], [-1.7406, -0.4101, 0.7342], [0.2010, -0.7364, -0.0939], [-2.5866, 1.6023, 0.3566], [-0.5514, 0.1059, 0.4899], [0.1594, 0.5905, -0.2106], [1.3292, 0.4637, -1.2353], [-0.0747, 0.0917, 0.1099], [0.2136, -0.0155, 0.1257], [0.1955, 0.0327, -0.3692], [0.1795, -0.1512, -0.0227], [-0.0662, -0.1628, -0.2030], [0.0999, 0.1665, -0.0558], [-0.2577, -0.0647, 0.2312], [-0.0087, -0.0040, 0.0076], [-0.1375, -0.1652, 0.0207], [-0.1003, -0.1336, -0.1248], [0.0404, -0.0605, 0.0990], [0.0008, 0.0676, 0.0520], [0.6255, -0.1191, 0.1887], [0.1404, 0.1844, -0.0805], [0.1127, -0.1586, -0.1620], [-0.0987, -0.0937, 0.0980], [-0.0557, -0.0434, -0.0319], [0.0198, 0.0719, -0.0007], [0.1436, -0.0715, -0.0367], [-0.0929, 0.1571, -0.1243], [-0.0962, -0.0756, -0.2086], [0.0261, 0.0982, -0.0373], [0.1965, 0.2260, 0.0173], [-0.0430, -0.0339, -0.2094], [0.1619, -0.0522, 0.1472], [-0.0692, 0.1358, -0.0647], [-0.0357, -0.0690, 0.0184], [-0.2105, 0.1723, 0.0864], [0.1179, -0.0935, 0.1514], [0.0506, -0.0855, -0.2026], [-0.0501, 0.0342, 0.0170], [-0.0657, -0.0530, -0.0244], [0.0449, -0.0875, 0.0749], [0.0267, 0.0434, -0.1090], [-0.0206, 0.0396, 0.1948], [0.0602, 0.1003, 0.2431], [-0.0046, 0.0151, 0.1507], [-0.0762, 0.0852, -0.0105], [-0.1042, 0.0424, -0.1397], [0.2077, 0.1317, -0.0731], [0.1851, 0.1977, 0.0261], [0.0889, -0.1400, -0.1114], [0.0321, -0.0374, 0.1568]]}

***

Record 3
{"formula": "C29H43BBiBrF3N5S2Si2Te", "method": "the ωB97M-V functional and the def2-TZVPD basis", "gap_ev": 8.22, "max_force_ev_per_a": 1.77, "lumo_ev": -5.649, "de_lowest_kj_mol": 69.7, "charge": 2, "species": ["Bi", "Te", "Br", "S", "S", "Si", "Si", "F", "F", "F", "N", "N", "N", "N", "N", "C", "C", "C", "C", "C", "C", "C", "C", "C", "C", "C", "C", "C", "C", "C", "C", "C", "C", "C", "C", "C", "C", "C", "C", "C", "C", "C", "C", "C", "B", "H", "H", "H", "H", "H", "H", "H", "H", "H", "H", "H", "H", "H", "H", "H", "H", "H", "H", "H", "H", "H", "H", "H", "H", "H", "H", "H", "H", "H", "H", "H", "H", "H", "H", "H", "H", "H", "H", "H", "H", "H", "H", "H"], "xyz": [[-0.2805, 0.6191, 0.1195], [-0.2701, -2.2657, 0.5829], [3.0812, 1.5161, 0.1863], [-4.3603, 3.5332, 0.7280], [-0.3368, 1.1408, 5.0368], [0.2536, -4.0680, 3.2834], [2.2161, -2.8968, -1.9419], [-0.1104, 2.3010, -6.9836], [-1.6003, 0.7348, -7.1638], [0.5081, 0.2256, -7.1184], [-2.1001, 2.3942, 0.6335], [-0.4832, 0.6056, -2.3862], [-0.5476, 0.9736, 2.5190], [1.0137, 3.3147, 0.2319], [-2.2384, -0.1710, -0.1692], [-0.8482, -5.3516, 2.4627], [-1.6392, 1.9501, 4.2842], [1.5603, -4.8042, 4.4085], [-1.5990, 1.7694, 2.9393], [-0.4632, 0.9157, -5.1146], [-1.2265, -0.1900, -3.1571], [1.1411, 5.7046, 0.4632], [-3.2829, -0.6732, -0.0141], [3.1521, 4.3727, 0.4078], [-3.6973, 2.9489, 2.1863], [1.2017, -3.2439, 1.8133], [1.4552, -0.2316, 3.3973], [-0.4226, 1.0539, -6.6218], [3.5101, -3.0973, -0.5946], [-1.2410, -0.0761, -4.5356], [0.4241, 7.0171, 0.5786], [-0.8122, -2.7346, 4.1153], [0.3073, 1.7518, -4.3195], [2.3315, 3.2718, 0.2838], [2.3426, -4.2514, -3.2330], [-2.8779, 3.0880, -1.6167], [2.3874, -1.1763, -2.6929], [-2.9859, 2.9655, -0.1361], [2.5292, 5.6099, 0.4954], [0.4354, 4.5139, 0.3223], [0.2661, 1.5571, -2.9526], [0.4176, -3.1060, -1.2790], [-2.4866, 2.3724, 1.9536], [0.2169, 0.5838, 3.5124], [-4.5691, -1.4304, 0.1964], [-1.0745, -1.9370, 3.4144], [1.5205, -4.2185, -3.9504], [0.9168, 2.5326, -4.7513], [4.2276, 4.2747, 0.4314], [-0.2697, 7.1578, -0.2508], [-5.0854, -1.5895, -0.8754], [-0.6497, 4.5157, 0.2796], [3.2738, -4.1641, -3.7969], [4.5004, -3.0329, -1.0517], [-4.1419, -2.4623, 0.6680], [1.7446, -1.0461, -3.5669], [1.6312, -4.0199, 1.1797], [3.4183, -1.0333, -3.0250], [-2.9140, 2.0930, -2.0662], [-4.2244, 3.0441, 3.1219], [1.1045, -5.2728, 5.2829], [0.2152, -4.1709, -1.1378], [1.3238, -1.1948, 3.8928], [-1.6000, -4.8692, 1.8326], [-1.8488, -0.7337, -5.1410], [-1.9348, 3.5571, -1.9015], [2.1222, -5.5771, 3.8804], [-1.8454, -0.9180, -2.6471], [2.3358, -5.2383, -2.7661], [2.0031, -2.5700, 2.1044], [-1.7512, -3.1683, 4.4630], [3.4497, -4.0689, -0.1023], [2.2813, 0.2798, 3.8927], [2.1678, -0.3819, -1.9764], [0.8465, 2.1802, -2.2781], [3.1299, 6.5058, 0.5889], [-3.6982, 3.6775, -2.0191], [2.2751, -4.0607, 4.7660], [-1.3800, -5.9668, 3.1895], [1.7328, -0.3932, 2.3575], [-2.3476, 2.5315, 4.8515], [-0.1579, 7.0558, 1.5006], [1.1253, 7.8480, 0.5853], [-5.2643, -0.8180, 0.9594], [-0.2917, -2.7599, -2.0333], [3.4535, -2.3181, 0.1690], [-0.2635, -6.0254, 1.8317], [-0.3291, -2.2810, 4.9836]], "atomic_forces_ev_per_a": [[0.7756, 1.5904, -0.1112], [0.5781, -1.6353, 0.0234], [0.1716, -0.0237, -0.0115], [0.3166, -0.1551, -0.1011], [0.0070, -0.0671, -0.3333], [0.0598, -0.0498, -0.1667], [-0.1714, 0.0205, 0.0174], [-0.0192, -0.0783, 0.0045], [0.0872, 0.0244, 0.0197], [-0.0814, 0.0785, 0.0007], [0.3566, -0.0845, 0.0673], [0.0336, 0.1162, -0.0263], [-0.0600, -0.0155, -0.0657], [0.0399, -0.0339, 0.0309], [-1.0225, -0.3985, -0.1509], [0.1894, 0.1847, 0.1007], [0.0225, -0.0457, -0.0893], [-0.2473, 0.0565, -0.1096], [0.0731, 0.0392, 0.3747], [0.0367, 0.0210, 0.0058], [-0.1047, -0.0394, -0.0868], [0.0419, -0.0523, -0.0217], [0.6200, 0.3737, -0.1205], [0.0351, 0.0121, -0.0169], [0.0620, -0.0274, -0.0108], [-0.3778, 0.0216, 0.3313], [0.1031, 0.0214, 0.1302], [0.0356, -0.0403, -0.0918], [-0.1352, -0.0060, -0.1907], [0.0783, 0.0723, 0.0601], [-0.0608, -0.0309, 0.0076], [0.1920, -0.2624, -0.0334], [-0.0856, -0.0770, 0.0175], [-0.1914, -0.0613, 0.0295], [0.0887, 0.2075, 0.1357], [0.0343, -0.0725, -0.0179], [-0.0145, -0.2928, 0.0178], [-0.3915, 0.2000, 0.1345], [-0.0465, -0.0523, -0.0059], [-0.0273, 0.1200, -0.0142], [0.0473, -0.0258, -0.0637], [0.2090, 0.1392, 0.0358], [-0.3912, 0.1508, -0.0872], [-0.1194, 0.1528, 0.3796], [-0.4596, -0.3513, 0.1343], [-0.0808, 0.0315, 0.0251], [-0.0130, 0.0458, 0.0173], [-0.0038, 0.0061, 0.0019], [-0.0066, -0.0175, 0.0120], [0.0201, 0.0238, -0.0083], [0.0112, -0.0201, -0.1387], [0.0587, 0.0387, 0.0260], [0.0040, 0.0027, 0.0087], [-0.0071, 0.0105, -0.0202], [-0.0710, -0.0996, 0.0347], [-0.0332, -0.0079, 0.0190], [-0.0709, 0.0395, -0.0626], [0.0025, 0.0157, 0.0058], [-0.0381, 0.0219, -0.0114], [0.0023, -0.0091, -0.0167], [-0.0080, 0.0051, -0.0033], [-0.0576, 0.0147, 0.0474], [0.0138, 0.0490, -0.0779], [-0.0360, -0.0299, 0.0295], [-0.0290, 0.0015, 0.0244], [0.0003, 0.0279, 0.0287], [-0.0083, 0.0005, -0.0103], [0.0055, -0.0190, -0.0189], [-0.0061, 0.0116, 0.0228], [-0.0264, 0.0179, -0.0576], [0.0041, -0.0217, -0.0078], [0.0251, 0.0104, -0.0045], [0.0251, 0.0037, -0.0417], [0.0147, -0.0030, 0.0310], [0.0157, -0.0053, -0.0490], [0.0091, -0.0025, 0.0130], [0.0167, 0.0022, -0.0386], [-0.0294, 0.0461, -0.0103], [0.0050, 0.0348, 0.0455], [-0.0356, 0.0321, -0.0172], [0.0335, 0.0028, 0.0129], [0.0199, 0.0249, 0.0061], [-0.0147, 0.0166, -0.0073], [0.0023, 0.1026, 0.0969], [-0.0248, 0.0001, -0.0334], [-0.0216, -0.0058, -0.0177], [0.0182, -0.0005, 0.0277], [0.0260, -0.0226, -0.0153]]}